[1]
16
Properties=species:S:1:pos:R:3:forces:R:3 method="wB97M-V/def2-TZVPD" spin_multiplicity=2 relative_energy_kcal_mol=15.3 e_tot_ha=-341.81996 s2=0.765 charge=+2
C -0.798 -0.023 2.464 -0.65 0.35 -0.13
C -0.447 -0.448 1.117 0.34 -0.37 0.80
C -0.315 0.404 -0.023 1.73 0.68 -1.82
N 0.064 -0.361 -1.100 0.84 0.25 1.48
C 0.357 -1.588 -0.645 -3.02 0.08 -0.23
N -0.044 -1.653 0.662 0.55 -1.40 -1.62
H -0.372 -0.558 3.313 0.22 -0.23 -0.30
H -1.898 -0.109 2.583 -0.04 -0.11 -0.06
H -0.647 1.059 2.531 0.16 -0.09 0.12
H -0.041 1.458 -0.080 -0.95 0.16 0.07
H 0.348 -0.012 -2.017 -0.10 0.38 0.02
H 0.354 -2.469 -1.290 1.01 0.06 0.15
H -0.210 -2.629 0.924 0.05 0.44 1.43
H 0.884 2.873 -2.921 0.10 -0.01 -0.30
H 0.773 3.464 -1.546 0.10 0.33 0.16
O 0.971 2.639 -1.993 -0.34 -0.54 0.26



[2]
17
Properties=species:S:1:pos:R:3:forces:R:3 method="wB97M-V/def2-TZVPD" relative_energy_kcal_mol=46.1 e_tot_ha=-417.80918 smiles="NCC(=O)NCC[O-]" charge=-1
N 2.325 0.822 1.372 0.54 0.13 0.50
C 1.028 0.494 0.838 0.44 -0.98 0.52
C 0.993 0.420 -0.662 0.17 0.11 -0.16
N 0.008 -0.247 -1.300 -0.54 0.23 -0.30
C -1.185 -0.961 -0.814 0.61 0.47 1.28
C -2.119 -0.257 0.228 0.33 0.05 0.56
O -1.601 0.051 1.433 -0.35 -0.13 -0.76
O 1.923 0.912 -1.310 -0.08 0.06 -0.24
H 2.629 1.705 0.999 0.18 0.23 -0.21
H 3.017 0.142 1.087 0.02 0.02 -0.15
H 0.740 -0.467 1.249 -0.19 -0.33 -0.07
H 0.277 1.096 1.300 -0.68 0.63 -0.24
H 0.129 -0.217 -2.302 0.03 0.06 0.11
H -0.864 -1.923 -0.443 0.12 -0.44 0.52
H -1.813 -1.170 -1.639 -0.51 -0.08 -1.27
H -2.540 0.629 -0.354 0.00 -0.34 0.25
H -2.946 -1.028 0.317 -0.08 0.30 -0.34



[3]
17
Properties=species:S:1:pos:R:3:forces:R:3 method="wB97M-V/def2-TZVPD" relative_energy_kcal_mol=114.9 e_tot_ha=-417.69958 smiles="N[N-]CCCC(=O)O" charge=-1
N 2.059 -1.233 0.039 -0.02 -0.76 0.28
N 2.542 0.077 0.074 -0.45 1.62 -0.01
C 1.477 1.111 0.006 0.19 -0.37 -0.91
C 0.028 0.611 -0.472 -0.92 1.35 -0.37
C -0.936 0.206 0.760 -0.13 -0.06 -1.21
C -1.954 -0.940 0.283 0.95 -2.46 2.41
O -1.976 -2.020 0.925 -0.66 3.56 -2.72
O -2.777 -0.768 -0.863 1.70 0.52 1.58
H 1.737 -1.537 -0.893 -0.32 0.01 0.60
H 1.391 -1.459 0.790 0.05 -0.22 -0.62
H 1.311 1.694 1.001 0.00 -0.53 -1.04
H 1.822 1.888 -0.786 -0.60 -0.68 1.21
H -0.480 1.524 -0.974 0.68 -1.25 0.60
H 0.062 -0.190 -1.297 0.15 0.95 1.49
H -0.268 -0.138 1.630 -1.47 0.16 -1.34
H -1.554 1.116 1.088 0.95 -1.24 -0.42
H -2.484 0.057 -1.312 -0.12 -0.61 0.47